# 1
# C48H125N9O15

A cluster of 10 separate species, C48H125N9O15 in total at a distorted geometry (ωB97M-V with the def2-TZVPD basis set, OMol25).

Geometry (Å):
C (1.42, -6.77, -0.31)
C (0.20, -5.90, -0.68)
C (0.42, -4.52, -0.07)
O (0.47, -4.67, 1.36)
C (0.66, -3.40, 2.01)
N (-0.14, -5.90, -2.08)
H (1.36, -7.76, -0.72)
H (1.40, -7.00, 0.73)
H (2.42, -6.36, -0.52)
H (-0.72, -6.25, -0.10)
H (-0.31, -3.74, -0.32)
H (1.40, -4.06, -0.38)
H (1.65, -2.96, 1.72)
H (0.74, -3.56, 3.08)
H (-0.04, -2.65, 1.71)
H (-0.85, -5.21, -2.17)
H (0.59, -5.75, -2.83)
C (1.00, 4.27, -1.17)
C (2.55, 4.27, -1.40)
C (3.29, 5.42, -0.74)
O (3.02, 6.59, -1.48)
C (3.91, 7.69, -1.36)
N (3.16, 2.99, -0.94)
H (0.60, 5.23, -1.45)
H (0.75, 4.03, -0.15)
H (0.59, 3.41, -1.74)
H (2.74, 4.37, -2.47)
H (4.37, 5.18, -0.79)
H (3.00, 5.55, 0.30)
H (4.93, 7.45, -1.78)
H (4.05, 7.98, -0.30)
H (3.57, 8.57, -1.88)
H (3.83, 2.74, -1.65)
H (2.43, 2.21, -0.96)
C (3.99, -0.50, 2.62)
C (3.93, 0.53, 1.51)
C (5.17, 1.42, 1.67)
O (6.37, 0.62, 1.74)
C (7.47, 1.36, 1.27)
N (3.82, -0.10, 0.19)
H (4.74, -1.25, 2.26)
H (2.99, -0.95, 2.87)
H (4.25, -0.08, 3.58)
H (3.11, 1.29, 1.64)
H (5.01, 2.13, 2.52)
H (5.26, 1.95, 0.71)
H (7.37, 1.73, 0.24)
H (8.34, 0.76, 1.32)
H (7.69, 2.31, 1.86)
H (4.36, -0.95, 0.21)
H (4.30, 0.54, -0.46)
C (-3.35, 3.21, 6.98)
C (-4.27, 2.04, 6.75)
C (-5.12, 2.20, 5.48)
O (-4.25, 2.29, 4.38)
C (-4.91, 2.59, 3.17)
N (-3.56, 0.80, 6.72)
H (-3.92, 4.15, 6.82)
H (-2.49, 3.37, 6.37)
H (-3.05, 3.26, 8.05)
H (-5.01, 2.08, 7.60)
H (-5.70, 3.09, 5.74)
H (-5.83, 1.38, 5.38)
H (-5.66, 1.78, 2.95)
H (-4.14, 2.69, 2.42)
H (-5.35, 3.55, 3.31)
H (-2.94, 0.91, 5.88)
H (-4.18, -0.01, 6.63)
C (-0.95, 1.09, -0.34)
C (0.17, 0.07, -0.21)
O (1.20, 0.40, -1.03)
H (-1.15, 1.28, -1.40)
H (-0.58, 1.96, 0.21)
H (-1.90, 0.81, 0.08)
H (-0.24, -0.95, -0.47)
H (0.57, 0.00, 0.85)
H (2.05, -0.01, -0.70)
C (5.81, 1.87, 5.72)
O (4.42, 1.92, 5.44)
C (3.53, 2.31, 6.58)
C (2.15, 1.67, 6.44)
N (1.20, 2.20, 5.45)
C (1.58, 2.01, 4.07)
C (0.40, 2.36, 3.18)
O (0.00, 3.69, 3.46)
C (-1.00, 4.15, 2.64)
H (6.01, 1.04, 6.38)
H (6.21, 2.72, 6.26)
H (6.20, 1.84, 4.77)
H (3.52, 3.40, 6.66)
H (4.01, 2.07, 7.48)
H (1.67, 1.49, 7.43)
H (2.38, 0.75, 5.99)
H (0.93, 3.15, 5.63)
H (1.84, 0.93, 3.88)
H (2.40, 2.64, 3.77)
H (-0.51, 1.67, 3.31)
H (0.78, 2.29, 2.12)
H (-0.65, 4.25, 1.60)
H (-1.12, 5.17, 3.07)
H (-1.90, 3.59, 2.79)
C (-4.61, 0.52, -1.88)
O (-3.54, 0.07, -2.72)
C (-3.19, -1.28, -2.35)
C (-3.77, -2.25, -3.34)
N (-3.43, -3.63, -2.99)
C (-4.24, -4.19, -1.94)
C (-3.33, -4.82, -0.86)
O (-4.09, -5.43, 0.13)
C (-3.22, -6.13, 1.00)
H (-4.30, 0.77, -0.92)
H (-5.37, -0.25, -1.82)
H (-5.13, 1.38, -2.33)
H (-3.50, -1.53, -1.27)
H (-2.11, -1.23, -2.50)
H (-3.37, -2.06, -4.34)
H (-4.82, -2.13, -3.45)
H (-3.48, -4.18, -3.82)
H (-4.97, -4.99, -2.23)
H (-4.79, -3.35, -1.54)
H (-2.49, -4.17, -0.45)
H (-2.81, -5.63, -1.42)
H (-3.85, -6.67, 1.66)
H (-2.57, -5.51, 1.58)
H (-2.67, -6.84, 0.39)
C (-0.76, -1.00, 4.77)
O (-1.48, -0.90, 3.57)
C (-2.77, -1.44, 3.61)
C (-3.34, -1.44, 2.21)
N (-4.45, -2.32, 2.18)
C (-5.72, -1.73, 2.59)
C (-6.86, -2.39, 1.97)
O (-6.78, -2.41, 0.52)
C (-7.87, -2.97, -0.16)
H (-1.37, -0.58, 5.65)
H (0.24, -0.50, 4.62)
H (-0.56, -2.13, 5.02)
H (-3.36, -0.81, 4.28)
H (-2.81, -2.45, 3.95)
H (-2.61, -1.89, 1.53)
H (-3.54, -0.45, 1.81)
H (-4.62, -2.78, 1.29)
H (-5.76, -0.68, 2.31)
H (-5.90, -1.80, 3.71)
H (-7.80, -1.86, 2.24)
H (-6.92, -3.38, 2.36)
H (-7.68, -4.01, -0.43)
H (-8.05, -2.34, -1.01)
H (-8.74, -2.98, 0.44)
C (0.30, 0.43, -4.21)
O (0.26, 1.65, -4.89)
C (-0.98, 2.28, -4.86)
C (-0.95, 3.70, -5.46)
N (-1.01, 3.65, -6.94)
C (-0.74, 4.94, -7.58)
C (-0.87, 4.91, -9.06)
O (0.32, 4.47, -9.73)
C (0.11, 4.61, -11.17)
H (-0.62, -0.16, -4.24)
H (0.51, 0.59, -3.16)
H (1.10, -0.18, -4.65)
H (-1.34, 2.35, -3.83)
H (-1.72, 1.69, -5.47)
H (-0.07, 4.31, -5.15)
H (-1.86, 4.24, -5.20)
H (-0.27, 2.99, -7.21)
H (0.25, 5.32, -7.23)
H (-1.50, 5.63, -7.17)
H (-1.14, 5.87, -9.50)
H (-1.64, 4.17, -9.19)
H (-0.94, 4.48, -11.33)
H (0.66, 3.83, -11.70)
H (0.33, 5.58, -11.63)
C (6.50, -3.06, 0.24)
O (5.48, -2.76, -0.69)
C (4.61, -3.81, -0.90)
C (3.68, -3.35, -1.97)
N (4.44, -3.19, -3.16)
C (3.75, -2.78, -4.41)
C (2.84, -3.90, -4.91)
O (1.58, -4.07, -4.26)
C (0.73, -2.94, -4.09)
H (7.00, -3.90, -0.19)
H (6.04, -3.30, 1.19)
H (7.16, -2.18, 0.45)
H (4.02, -3.95, -0.02)
H (5.12, -4.81, -1.11)
H (3.22, -2.41, -1.60)
H (2.84, -4.02, -2.05)
H (5.23, -2.59, -2.98)
H (4.50, -2.69, -5.18)
H (3.24, -1.81, -4.34)
H (3.22, -4.90, -4.82)
H (2.60, -3.72, -5.97)
H (0.52, -2.49, -5.11)
H (0.96, -2.21, -3.37)
H (-0.22, -3.34, -3.71)

Properties
HOMO: -0.316 Ha
Kohn-Sham gap: 9.2 eV
Energy relative to the best compared isomer or geometry (same formula, charge and spin): 77.7 kcal/mol



# 2
# C48H128O16

A cluster of 16 separate species, C48H128O16 in total at a distorted geometry (ωB97M-V with the def2-TZVPD basis set, OMol25).

Geometry (Å):
C (4.37, -1.01, 2.50)
C (5.43, -1.74, 1.68)
C (4.86, -2.96, 0.94)
O (5.94, -0.83, 0.73)
H (3.56, -0.53, 1.94)
H (4.86, -0.20, 3.04)
H (3.92, -1.67, 3.24)
H (6.27, -2.03, 2.31)
H (5.60, -3.36, 0.24)
H (3.92, -2.72, 0.44)
H (4.70, -3.79, 1.62)
H (6.82, -1.15, 0.49)
C (-2.41, -3.98, -0.92)
C (-2.30, -5.05, -1.96)
C (-3.33, -4.96, -3.13)
O (-1.07, -4.88, -2.53)
H (-1.69, -4.12, -0.12)
H (-3.37, -3.88, -0.40)
H (-2.23, -3.05, -1.44)
H (-2.51, -6.00, -1.47)
H (-4.37, -4.89, -2.82)
H (-3.21, -5.81, -3.79)
H (-3.17, -4.01, -3.63)
H (-1.07, -4.02, -2.96)
C (0.16, 0.27, 5.42)
C (1.14, 1.24, 4.80)
C (2.58, 0.72, 4.93)
O (0.79, 1.38, 3.49)
H (0.34, 0.13, 6.48)
H (0.30, -0.74, 5.03)
H (-0.85, 0.67, 5.32)
H (1.10, 2.26, 5.18)
H (3.35, 1.34, 4.48)
H (2.65, -0.30, 4.55)
H (2.89, 0.54, 5.96)
H (1.43, 1.86, 2.96)
C (-1.04, -0.51, -3.22)
C (-1.70, -1.16, -4.42)
C (-1.46, -0.42, -5.75)
O (-1.14, -2.47, -4.51)
H (-1.49, 0.44, -2.92)
H (0.01, -0.32, -3.42)
H (-1.12, -1.19, -2.37)
H (-2.78, -1.23, -4.28)
H (-1.96, -0.97, -6.55)
H (-0.39, -0.43, -5.97)
H (-1.78, 0.62, -5.70)
H (-0.20, -2.35, -4.62)
C (2.99, 1.93, -2.05)
C (4.19, 1.02, -1.72)
C (5.48, 1.79, -1.56)
O (3.98, 0.56, -0.42)
H (3.06, 2.26, -3.08)
H (2.93, 2.83, -1.43)
H (2.00, 1.49, -1.96)
H (4.34, 0.25, -2.48)
H (6.42, 1.28, -1.35)
H (5.28, 2.61, -0.87)
H (5.64, 2.42, -2.44)
H (4.71, -0.02, -0.17)
C (0.92, -5.44, 5.57)
C (0.28, -4.30, 4.70)
C (1.40, -3.66, 3.87)
O (-0.60, -4.86, 3.71)
H (1.75, -5.10, 6.19)
H (1.28, -6.29, 4.98)
H (0.23, -5.91, 6.27)
H (-0.21, -3.56, 5.35)
H (1.05, -3.02, 3.06)
H (1.91, -4.43, 3.29)
H (2.09, -3.10, 4.51)
H (-0.99, -4.11, 3.26)
C (-0.78, 1.28, 0.20)
C (-0.83, -0.15, 0.64)
C (0.51, -0.92, 0.46)
O (-1.11, -0.12, 2.02)
H (-0.40, 1.41, -0.82)
H (-0.23, 1.91, 0.90)
H (-1.77, 1.73, 0.23)
H (-1.69, -0.68, 0.22)
H (0.44, -1.92, 0.89)
H (1.32, -0.37, 0.93)
H (0.70, -0.91, -0.61)
H (-0.42, 0.39, 2.45)
C (-3.71, -3.90, 3.16)
C (-3.17, -2.54, 2.66)
C (-3.70, -1.35, 3.48)
O (-1.75, -2.59, 2.66)
H (-4.80, -3.96, 3.10)
H (-3.39, -4.14, 4.18)
H (-3.46, -4.68, 2.45)
H (-3.42, -2.42, 1.60)
H (-4.75, -1.52, 3.68)
H (-3.67, -0.36, 3.02)
H (-3.12, -1.36, 4.40)
H (-1.51, -1.73, 2.32)
C (1.91, 4.05, 2.30)
C (2.97, 3.30, 1.52)
C (4.35, 3.46, 2.18)
O (2.63, 1.94, 1.58)
H (1.87, 3.77, 3.35)
H (0.93, 3.89, 1.87)
H (2.18, 5.11, 2.36)
H (2.96, 3.63, 0.48)
H (4.43, 3.01, 3.17)
H (4.73, 4.47, 2.32)
H (5.11, 2.98, 1.56)
H (3.09, 1.49, 0.86)
C (-0.13, 4.87, -5.86)
C (0.04, 4.21, -4.48)
C (-0.49, 2.79, -4.39)
O (1.34, 4.02, -4.11)
H (0.48, 4.45, -6.67)
H (0.24, 5.89, -5.88)
H (-1.13, 4.73, -6.28)
H (-0.42, 4.83, -3.70)
H (-1.55, 2.78, -4.63)
H (-0.35, 2.52, -3.35)
H (0.00, 1.98, -4.95)
H (1.78, 3.63, -4.87)
C (-6.25, -1.82, 0.57)
C (-5.47, -0.56, 0.22)
C (-4.43, -0.75, -0.84)
O (-6.42, 0.37, -0.20)
H (-5.58, -2.67, 0.70)
H (-7.05, -2.01, -0.15)
H (-6.84, -1.61, 1.47)
H (-4.98, -0.23, 1.14)
H (-3.63, -1.40, -0.49)
H (-4.06, 0.19, -1.23)
H (-4.90, -1.30, -1.66)
H (-5.96, 1.17, -0.48)
C (1.31, 7.10, -0.28)
C (1.63, 5.93, -1.14)
C (0.55, 4.84, -1.21)
O (1.84, 6.51, -2.43)
H (0.50, 7.70, -0.70)
H (2.23, 7.66, -0.16)
H (0.98, 6.85, 0.73)
H (2.56, 5.41, -0.89)
H (0.31, 4.57, -0.18)
H (0.92, 3.96, -1.73)
H (-0.38, 5.24, -1.62)
H (1.87, 5.81, -3.09)
C (-2.90, 2.83, 3.01)
C (-3.14, 4.31, 2.73)
C (-1.91, 5.01, 2.18)
O (-4.27, 4.34, 1.90)
H (-2.58, 2.33, 2.10)
H (-3.78, 2.38, 3.45)
H (-2.07, 2.72, 3.71)
H (-3.45, 4.89, 3.60)
H (-0.98, 4.74, 2.68)
H (-2.00, 6.09, 2.29)
H (-1.83, 5.00, 1.09)
H (-4.45, 5.28, 1.75)
C (1.74, -7.57, -0.19)
C (2.35, -6.37, 0.53)
C (1.71, -5.03, 0.14)
O (2.17, -6.60, 1.94)
H (2.04, -7.57, -1.24)
H (0.65, -7.50, -0.24)
H (2.13, -8.51, 0.18)
H (3.43, -6.33, 0.39)
H (0.66, -4.96, 0.44)
H (1.80, -4.83, -0.93)
H (2.27, -4.23, 0.63)
H (1.24, -6.62, 2.17)
C (3.76, -1.86, -4.24)
C (2.56, -2.75, -4.07)
C (1.87, -2.48, -2.66)
O (1.58, -2.48, -5.08)
H (4.59, -1.95, -3.54)
H (3.47, -0.81, -4.19)
H (4.22, -1.86, -5.23)
H (2.88, -3.79, -4.10)
H (1.93, -1.42, -2.39)
H (2.41, -3.04, -1.90)
H (0.88, -2.90, -2.48)
H (1.98, -2.57, -5.94)
C (-5.45, 4.68, -1.47)
C (-4.61, 3.35, -1.64)
C (-3.10, 3.68, -1.84)
O (-4.71, 2.63, -0.47)
H (-5.05, 5.31, -0.67)
H (-6.48, 4.50, -1.17)
H (-5.39, 5.34, -2.34)
H (-5.07, 2.77, -2.44)
H (-2.95, 3.81, -2.91)
H (-2.37, 2.93, -1.55)
H (-2.79, 4.61, -1.35)
H (-4.44, 3.22, 0.24)

Properties
HOMO (spin up / spin down): 0.013 / -0.287 Ha
Spin multiplicity: 2
Kohn-Sham gap (spin up / spin down): 1.5 / 9.6 eV
Total charge: -1
Expectation value of S²: 0.750



no.,E_tot (hartree)
1,-3524.8053
2,-3109.3825